1.
DFT (ωB97M-V/def2-TZVPD) results for 2 unconnected molecules or ions with the total composition C13H17N5O3 in a non-equilibrium geometry.

Geometry as XYZ:
```
38
Properties=species:S:1:pos:R:3:lowdin_charge:R:1
O 2.17 -4.39 -0.12 0.05
C -1.40 0.69 1.76 -0.16
C -1.37 3.15 2.52 -0.09
C 0.99 -1.66 -1.40 -0.06
C 3.43 -1.74 -1.94 -0.32
H -1.55 3.79 3.41 0.07
C -3.81 0.57 0.75 -0.02
H 0.75 -0.08 3.35 0.09
H 0.15 1.30 -2.92 0.09
C -0.19 0.01 1.45 -0.22
N 4.55 -2.52 -1.85 0.12
H -2.25 -1.11 -0.76 0.16
H -4.01 0.99 -0.25 0.09
C 0.65 1.14 -3.90 -0.08
H 0.17 0.30 -4.44 0.10
C 2.28 -2.23 -1.19 -0.07
H -4.03 1.33 1.52 0.07
H -0.10 -2.02 0.57 0.15
H -1.03 1.42 3.75 0.11
H 0.13 -2.35 -1.30 0.13
O 2.03 0.82 -3.68 -0.03
N 0.99 -0.59 -2.19 0.13
O 4.13 -3.61 -1.13 0.00
C 0.99 0.13 2.30 -0.05
H -0.32 3.28 2.22 0.07
H -2.03 3.51 1.71 0.07
C 2.11 -0.20 -2.80 -0.40
C -1.65 1.67 2.88 -0.20
H 1.79 -0.55 1.99 0.08
C -0.42 -0.94 0.39 -0.12
H -4.47 -0.30 0.92 0.09
C -2.36 0.22 0.85 -0.26
H -2.70 1.59 3.21 0.10
N 2.67 -3.46 -0.75 -0.14
H 1.39 1.15 2.27 0.09
H 0.72 2.03 -4.51 0.09
N -1.76 -0.67 0.01 0.06
N 3.36 -0.69 -2.71 0.20
```

Calculated total energy (Ha): -1004.82404
SMILES: COc1ncc2c(no[n+]2[O-])n1.CCc1c(C)c[nH]c1C
Relative energy (zero: lowest compared OMol25 entry of this formula, charge and spin) (kJ/mol): 364.86


2.
DFT (ωB97M-V/def2-TZVPD) results for a single C17H17FN4O2S molecule in a non-equilibrium geometry.

Geometry as XYZ:
```
42
Properties=species:S:1:pos:R:3:lowdin_charge:R:1
H 0.65 5.20 2.16 0.09
H 0.12 2.79 -2.55 0.10
H -2.02 -1.87 1.88 0.11
C 1.73 2.06 -0.09 -0.23
H -4.83 -3.72 -0.76 0.10
H -4.34 -2.24 1.15 0.11
C 2.55 0.09 0.16 -0.64
H 1.84 3.88 2.02 0.06
H 2.65 -1.49 2.37 0.09
C -2.77 -4.18 -1.12 -0.01
C -1.48 -3.96 -0.70 -0.21
C -2.23 -2.51 1.04 -0.01
C -3.53 -2.73 0.63 -0.08
H 0.73 0.71 -2.44 0.11
C 1.43 4.76 1.54 0.00
H -1.09 1.31 -0.86 0.07
N 3.17 0.88 0.99 0.04
O 0.10 -1.28 2.25 0.08
C 0.99 3.22 -0.51 -0.10
C 0.25 3.45 -1.71 -0.02
C 2.23 -2.16 1.62 -0.34
H -0.84 5.29 -2.28 0.12
H 2.23 5.49 1.42 0.09
S 2.87 -1.62 -0.02 0.98
C 0.72 -2.08 1.59 -0.54
H 0.82 -3.52 0.16 0.13
C 0.88 4.38 0.22 -0.25
H 0.95 -0.84 -1.62 0.09
C 0.66 0.20 -1.48 -0.19
N 2.66 2.10 0.84 0.07
C -0.24 4.71 -1.61 -0.11
H -0.79 -0.14 0.09 0.06
C -3.81 -3.56 -0.45 -0.09
N 1.62 0.78 -0.57 0.00
F -0.45 -4.57 -1.36 0.06
H -1.44 -0.28 -1.55 0.08
O 0.13 5.27 -0.45 0.06
N 0.17 -2.96 0.71 0.13
C -0.75 0.28 -0.91 -0.04
H -2.95 -4.84 -1.96 0.12
H 2.59 -3.18 1.76 0.08
C -1.17 -3.12 0.37 -0.17
```

Calculated total energy (Ha): -1525.57523
SMILES: CCn1c(SCC(=O)Nc2ccccc2F)nnc1-c1ccoc1C


- The highest calculated total energy belongs to which entry?
  C13H17N5O3


- calculated total energy of number 1 (C13H17N5O3)?
  -1004.82404 Ha


- Which of these has the lowest calculated total energy?
  C17H17FN4O2S